This record from the OMol25 dataset describes a molecular structure, C21H27N3O5PtSSi2. The level of theory is wB97M-V/def2-TZVPD.

The value obtained for the HOMO-LUMO gap (alpha / beta) is 3.31 / 7.04 eV. Its charge is -2. The value obtained for the max |F| is 0.0231 Eh/bohr. For the total energy, the calculation gives -2453.389030 a.u. As for the expectation value of S²: 2.023. The calculation puts the highest occupied orbital energy (alpha / beta) at 0.045 / -0.093 hartree. For the energy above the lowest of the compared OMol25 structures with the same formula, charge and spin, the calculation gives 18.9 kJ/mol. The multiplicity is 3.

Cartesian coordinates (Å):
H: -1.06 -7.56 -1.41
C: 4.36 3.98 -0.80
H: -2.04 3.10 -2.04
S: -1.18 -2.56 -1.63
H: 3.65 6.01 -0.87
C: -0.78 -6.59 -1.02
N: -0.37 -1.84 -0.45
C: -0.93 3.73 0.95
H: 2.55 -1.47 -2.01
H: 3.12 -1.29 1.10
C: -2.58 0.24 3.62
O: -3.28 0.23 -1.18
C: 1.67 3.26 -0.56
O: -0.65 -2.25 -2.95
H: 4.77 1.88 -0.69
H: 2.78 0.18 2.00
H: -2.71 1.24 4.04
C: 2.04 4.60 -0.67
O: 0.00 0.56 2.94
Si: 2.10 0.42 -0.39
H: -4.81 -0.80 1.12
H: -0.71 4.79 0.79
H: 1.28 5.37 -0.66
N: -2.41 0.30 -0.10
H: -0.88 4.45 -2.03
C: -1.22 -5.42 -1.65
C: 3.17 -0.20 1.05
H: 3.93 -0.36 -1.93
H: -3.52 -0.31 3.71
C: -2.09 0.30 2.20
H: -0.51 2.95 -2.91
H: 5.40 4.26 -0.90
C: 0.46 -5.29 0.64
H: 1.10 -5.21 1.50
H: 4.22 0.11 0.95
Si: -0.15 2.66 -0.43
Pt: -0.22 0.35 -0.19
O: 1.02 -2.38 1.33
C: 3.99 2.65 -0.69
N: -0.79 0.43 2.00
H: -1.82 -0.26 4.22
C: 3.37 4.96 -0.79
C: 2.66 2.26 -0.57
H: 0.38 -7.42 0.61
H: -4.89 0.80 0.40
C: 0.29 -2.74 0.39
H: -3.12 -0.70 -1.49
H: -4.76 0.63 2.17
H: -0.55 3.44 1.93
C: 0.02 -4.10 0.01
C: -0.83 -4.21 -1.14
H: -2.02 3.61 0.95
C: 0.06 -6.50 0.13
C: -2.95 0.26 1.06
C: -4.45 0.22 1.21
H: -1.86 -5.47 -2.52
H: 2.49 0.08 -2.86
C: -0.97 3.36 -2.01
C: 2.84 -0.41 -1.95
O: -2.63 -2.28 -1.55

---

This record from the OMol25 dataset describes a molecular structure, C21H27N3O6S. The level of theory is wB97M-V/def2-TZVPD.

The value obtained for the HOMO-LUMO gap is 8.23 eV. The value obtained for the max |F| is 0.3678 Eh/bohr. For the total energy, the calculation gives -1829.410423 a.u. The calculation puts the highest occupied orbital energy at -0.295 hartree. For the energy above the lowest of the compared OMol25 structures with the same formula, charge and spin, the calculation gives 2533.4 kJ/mol. The multiplicity is 1.

Cartesian coordinates (Å):
C: -5.86 -2.23 1.29
H: -6.37 -4.28 1.95
N: 2.60 0.39 -0.91
C: 3.43 1.98 0.77
C: 3.57 -0.04 -0.23
C: 3.88 -1.30 -0.46
H: 4.48 3.69 0.99
C: 5.06 -3.48 -0.13
C: -2.66 -0.41 -1.40
H: -2.80 -1.26 -2.15
H: 4.58 -5.12 -1.17
C: 3.42 -3.51 -1.62
C: -1.55 2.87 -1.42
O: 4.08 0.89 0.47
H: -4.86 -3.34 2.91
H: 5.02 -1.08 1.98
H: 6.34 -2.20 1.79
H: 1.22 2.44 -1.77
H: 2.71 -3.86 -2.35
O: -4.93 -1.48 0.92
H: -0.68 4.50 -0.90
H: -1.82 0.38 0.96
H: 2.99 3.44 1.86
H: 6.22 -0.38 0.99
O: 0.73 3.89 1.33
O: -4.71 -2.35 -0.81
C: 3.77 3.11 1.73
H: -1.86 4.03 0.40
C: 4.39 -4.02 -1.03
H: -4.29 1.76 0.01
H: -6.52 -2.39 0.34
C: -1.19 3.76 -0.32
C: -5.45 -3.57 1.88
C: -2.76 0.72 -2.04
H: 4.34 2.70 2.28
H: 2.21 3.79 -0.98
C: 2.57 1.96 -0.36
H: -4.97 -4.03 1.09
H: -3.56 0.49 1.67
S: 0.42 3.10 0.32
C: -4.35 -1.53 -0.05
H: -1.42 -0.47 -1.31
C: 3.04 -2.18 -1.30
O: -1.00 2.71 -2.66
H: 2.44 -1.68 -1.79
C: 5.62 -1.57 1.34
C: -3.38 1.89 0.01
C: 4.88 -2.08 0.32
O: -0.12 1.74 0.94
H: -3.94 0.98 -2.40
H: -6.49 -1.65 2.02
N: -3.24 -0.60 -0.31
C: 1.50 2.96 -0.73
H: -2.89 2.52 0.92
H: -2.14 1.10 -3.09
H: 5.86 -3.96 0.81
N: -2.56 1.76 -1.26
C: -2.98 0.46 0.65

---

Question: max |F| of number 2 (C21H27N3O6S)?
Answer: 0.3678 Eh/bohr